Entry from the OMol25 dataset: a 2-piece molecular cluster, C9H14 overall at a distorted geometry (the ωB97M-V functional and the def2-TZVPD basis).

Last column: Mulliken charge in e.
Element x y z (Å)
C -0.123 0.634 -2.264  -1.326
C -0.687 -2.187 0.299  -0.352
C -0.189 -1.528 -0.835  -0.372
C -1.718 -1.619 0.989  -0.418
C -0.776 -0.406 -1.377  0.734
C -2.472 -0.579 0.376  -0.525
C -1.979 0.022 -0.728  -0.271
H -0.158 -3.074 0.731  0.300
H 0.723 -1.937 -1.248  0.311
H -2.188 -2.109 1.872  0.336
H -3.350 -0.259 0.968  0.317
H 0.844 0.372 -2.622  0.365
H 0.063 1.465 -1.552  0.262
H -2.334 1.023 -1.082  0.247
H -0.800 1.001 -3.052  0.373
C 1.562 1.685 1.626  -0.895
C 2.209 0.552 0.753  -0.372
H 2.400 2.374 1.885  0.330
H 0.881 2.247 0.979  0.238
H 1.072 1.240 2.474  0.277
H 2.947 1.117 0.173  0.279
H 1.311 0.133 0.307  -0.197
H 2.764 -0.166 1.328  0.357

2S+1: 1
LUMO energy: 1.047 eV
HOMO level: -9.01 eV
Charge: 0
Relative energy (zero: lowest compared OMol25 entry of this formula, charge and spin): 102.45 kJ/mol
Gap between HOMO and LUMO: 0.3694 hartree